Here is 2 unconnected molecules or ions with the total composition C17H20NOS at a distorted geometry from the Open Molecules 2025 dataset. Energies are from ωB97M-V/def2-TZVPD.

Each atom is followed by the atoms it is bonded to, with distances in Å.
Atoms and positions in Å:
1 C 0.0820 -3.4911 -1.3907  N2 1.463, H16 1.088, H17 1.099, H18 1.099
2 N 0.1442 -2.0291 -1.3845  C1 1.463, C3 1.384, C11 1.386
3 C -1.0642 -1.3541 -1.3934  N2 1.384, C4 1.405, C8 1.435
4 C -2.2934 -2.0339 -1.3854  C3 1.405, C5 1.392, H19 1.090
5 C -3.4935 -1.3285 -1.3828  C4 1.392, C6 1.407, H20 1.090
6 C -3.4987 0.0784 -1.3852  C5 1.407, C7 1.384, H21 1.088
7 C -2.3012 0.7730 -1.3879  C6 1.384, C8 1.417, H22 1.090
8 C -1.0645 0.0805 -1.3893  C3 1.435, C7 1.417, C9 1.392
9 C 0.1545 0.7522 -1.3701  C8 1.392, C10 1.391, H23 1.086
10 C 1.3668 0.0692 -1.3805  C9 1.391, C11 1.439, C15 1.417
11 C 1.3630 -1.3696 -1.3877  N2 1.386, C10 1.439, C12 1.409
12 C 2.6037 -2.0368 -1.3889  C11 1.409, C13 1.393, H24 1.089
13 C 3.8009 -1.3248 -1.3849  C12 1.393, C14 1.406, H25 1.091
14 C 3.8024 0.0811 -1.3820  C13 1.406, C15 1.385, H26 1.088
15 C 2.5994 0.7675 -1.3806  C10 1.417, C14 1.385, H27 1.089
16 H 1.0810 -3.9213 -1.3962  C1 1.088
17 H -0.4441 -3.8646 -0.5013  C1 1.099
18 H -0.4494 -3.8576 -2.2800  C1 1.099
19 H -2.3107 -3.1240 -1.3843  C4 1.090
20 H -4.4378 -1.8736 -1.3826  C5 1.090
21 H -4.4437 0.6185 -1.3881  C6 1.088
22 H -2.2700 1.8623 -1.3899  C7 1.090
23 H 0.1576 1.8386 -1.3711  C9 1.086
24 H 2.6581 -3.1246 -1.3934  C12 1.089
25 H 4.7458 -1.8708 -1.3853  C13 1.091
26 H 4.7447 0.6253 -1.3813  C14 1.088
27 H 2.5621 1.8563 -1.3775  C15 1.089
28 C -0.2361 2.8615 4.2687  S29 1.821, H33 1.098, H34 1.099, H35 1.099
29 S 0.2611 1.9940 2.7471  C28 1.821, C30 1.817, C31 1.633, O32 1.468
30 C -1.0253 0.7249 2.5531  S29 1.817, H36 1.099, H37 1.100, H38 1.100
31 C 0.1495 3.0029 1.4672  S29 1.633, H39 1.089, H40 1.088
32 O 1.5540 1.3364 2.9728  S29 1.468
33 H -1.2324 3.2974 4.1187  C28 1.098
34 H -0.2318 2.1538 5.1099  C28 1.099
35 H 0.5080 3.6538 4.4315  C28 1.099
36 H -1.9957 1.2233 2.4210  C30 1.099
37 H -0.7576 0.1531 1.6527  C30 1.100
38 H -1.0136 0.0810 3.4449  C30 1.100
39 H -0.8480 3.3243 1.1708  C31 1.089
40 H 1.0727 3.3949 1.0465  C31 1.088

The total charge is +1. Its HOMO energy is -10.29 eV. Its maximum force is 1.1 eV/A. The value obtained for the HOMO-LUMO gap is 5.46 eV. Its spin multiplicity is 1. The calculation puts the energy above the lowest of the compared OMol25 structures with the same formula, charge and spin at 0.0 kcal per mole.